## P
Formula: H2NOS2
Source: OMol25
Level of theory: ωB97M-V with the def2-TZVPD basis set

Structure (XYZ):
```
6
Properties=species:S:1:pos:R:3
S -0.460 -2.313 -0.311
S 0.380 1.242 -0.290
O 1.446 2.274 -0.270
N -0.187 1.070 1.145
H -0.106 -2.859 -1.453
H -1.074 0.585 1.178
```

As for the net charge: -1. The HOMO energy comes out at -2.88 eV. The calculation puts the HOMO-LUMO gap at 5.7029 eV.

Results of the Löwdin charge analysis, in e, for atoms 1 through 4: -0.33, 0.77, -0.58, -0.31

## Q
Formula: H2NOS2
Source: OMol25
Level of theory: ωB97M-V with the def2-TZVPD basis set

Structure (XYZ):
```
6
Properties=species:S:1:pos:R:3
S 2.680 -0.275 0.446
S -1.182 -0.662 -0.111
O -3.141 0.797 0.324
N -2.722 -0.263 -0.267
H 2.674 0.983 -0.020
H 1.691 -0.580 -0.372
```

As for the net charge: -1. The HOMO energy comes out at -2.89 eV. The calculation puts the HOMO-LUMO gap at 6.1839 eV.

Results of the Löwdin charge analysis, in e, for atoms 1 through 4: 0.42, 0.25, -0.37, -0.79

The energetic minimum among the shown structures is P; the next structure lies 25.9 kcal/mol above.